Entry 1:
Molecular formula: C6H7Cl
Method: DFT, wB97M-V/def2-TZVPD

**Multiplicity**: 1
**Energy above the lowest of the compared OMol25 structures with the same formula, charge and spin**: 3.0664 eV
**E_LUMO**: 0.00869 hartree
**Net charge**: 0

Last column: Löwdin charge in e.
Cartesian coordinates (Å):
Cl: -1.636 -1.153 0.079  0.69
C: 1.146 0.136 -0.199  -0.19
C: 2.563 0.474 0.042  -0.22
C: -2.391 1.117 0.051  -0.10
C: -1.249 0.487 -0.174  -0.77
C: 0.130 1.021 -0.075  -0.13
C: 3.422 -0.560 -0.015  -0.05
H: 2.954 -1.617 -0.218  0.09
H: 4.503 -0.496 0.397  0.08
H: -2.208 2.246 -0.188  0.10
H: 3.019 1.566 0.619  0.19
H: -3.393 0.740 0.162  0.05
H: 0.879 -0.959 -0.366  0.09
H: 0.325 2.087 0.474  0.17

=====

Entry 2:
Molecular formula: C8H14Si
Method: DFT, wB97M-V/def2-TZVPD

**Multiplicity**: 1
**Energy above the lowest of the compared OMol25 structures with the same formula, charge and spin**: 1.4110 eV
**E_LUMO**: 0.03743 hartree
**Net charge**: 0

Last column: Löwdin charge in e.
Cartesian coordinates (Å):
Si: -0.183 0.188 -0.100  0.92
C: -3.170 -0.524 0.240  -0.26
C: 2.361 -0.584 -0.529  -0.29
C: 1.028 0.333 1.375  -0.26
C: -2.955 0.759 -0.029  -0.22
C: 1.197 -0.090 -1.387  -0.27
C: -1.643 1.363 -0.441  -0.29
C: -2.151 -1.579 0.171  -0.11
C: 2.420 0.277 0.734  -0.28
H: 3.163 -0.113 1.433  0.10
H: -3.776 1.462 0.033  0.09
H: -4.170 -0.815 0.553  0.09
H: -1.688 1.581 -1.510  0.07
H: 0.908 1.240 1.967  0.07
H: 0.952 -0.800 -2.173  0.07
H: 2.181 -1.624 -0.247  0.11
H: -2.051 -2.194 1.053  0.02
H: 2.731 1.287 0.452  0.11
H: 0.895 -0.505 2.057  0.07
H: 1.475 0.848 -1.874  0.08
H: 3.308 -0.540 -1.070  0.11
H: -1.530 2.323 0.066  0.07
H: -2.148 -2.152 -0.746  0.02

=====

HOMO energy (computed, eV): -8.602, -7.802